1.
DFT (wB97M-V/def2-TZVPD) results for a molecular structure, C5H6 at a distorted geometry.

Summary:
* E_HOMO (alpha / beta): -8.3 / -8.3 eV
* E_tot: -5277.504 eV
* HOMO-LUMO gap (alpha / beta): 8.0 / 8.0 eV

Positions of all 11 atoms, in Å:
C1 -0.67296 -1.14330 -0.09787
C2 -1.53424 -0.29680 -0.80251
C3 -0.60154 0.71553 -0.87335
C4 0.24235 0.98967 0.33702
C5 0.60513 -0.53800 0.48554
H1 -0.88406 -2.21909 -0.01038
H2 -0.18806 1.01496 -1.83880
H3 1.04497 1.71246 0.13558
H4 -0.33440 1.33167 1.20458
H5 1.56702 -0.68771 -0.05501
H6 0.75580 -0.87939 1.51520

Results of the Löwdin charge analysis, in e, for atoms 1 through 6: C -0.148; C -0.046; C -0.096; C -0.151; C -0.188; H 0.085

=====

2.
DFT (wB97M-V/def2-TZVPD) results for 2 unconnected molecules or ions with the total composition C4H11NO at a distorted geometry.

Summary:
* E_HOMO: -7.8 eV
* E_tot: -7861.094 eV
* SMILES string: C=CN.CCO
* HOMO-LUMO gap: 8.6 eV

Positions of all 17 atoms, in Å:
C1 1.87175 0.99703 -0.90100
C2 0.95627 1.74637 -1.65010
N1 -0.37135 1.21738 -1.81178
H1 2.57856 1.63312 -0.43612
H2 1.77706 -0.09410 -0.87376
H3 1.18087 2.58730 -2.39595
H4 -1.00926 1.80371 -1.34093
H5 -0.60529 0.37469 -1.21264
C3 -0.25416 -0.52414 1.83571
C4 -0.99034 -1.60661 1.14325
O1 -1.16789 -1.29265 -0.28195
H6 0.20579 -0.73825 2.81782
H7 0.52770 -0.11102 1.14190
H8 -0.89664 0.22979 2.01789
H9 -1.85645 -1.87807 1.59837
H10 -0.26576 -2.39460 1.12696
H11 -1.68085 -1.94995 -0.77766

Results of the Löwdin charge analysis, in e, for atoms 1 through 6: C -0.040; C -0.240; N -0.021; H 0.015; H 0.054; H 0.117

=====

3.
DFT (wB97M-V/def2-TZVPD) results for HNO3S in the gas phase at a distorted geometry.

Summary:
* E_HOMO: -10.2 eV
* E_tot: -18478.935 eV
* HOMO-LUMO gap: 10.3 eV

Positions of all 6 atoms, in Å:
N1 -0.63628 -0.06737 -0.78729
O1 0.25675 0.42838 -1.35499
O2 -1.73179 -0.36098 -1.16091
O3 -0.40889 -0.42491 0.60465
S1 0.59420 0.51125 1.47310
H1 1.92601 -0.08638 1.22543

Charge distribution, Löwdin scheme, values in e: N -0.471; O 0.110; O 0.134; O -0.519; S 0.796; H -0.051

=====

- What is the formula in the first record?
  C5H6